Entry 1:
{"formula": "C44H37NP2PdS3Sb", "method": "wB97M-V/def2-TZVPD", "largest_force_ev_per_a": 1.5, "spin_multiplicity": 2, "homo_ev": [-6.720, -6.675], "homo_lumo_gap_ev": [4.783, 4.696], "species": ["Pd", "C", "P", "C", "C", "C", "C", "C", "C", "C", "C", "C", "C", "C", "C", "C", "C", "C", "C", "C", "P", "C", "C", "C", "C", "C", "C", "C", "C", "C", "C", "C", "C", "N", "H", "H", "H", "H", "H", "H", "H", "H", "H", "H", "H", "H", "H", "H", "H", "H", "H", "H", "H", "H", "H", "H", "H", "H", "H", "H", "S", "Sb", "S", "S", "C", "C", "C", "C", "C", "C", "C", "C", "C", "C", "C", "C", "C", "C", "H", "H", "H", "H", "H", "H", "H", "H", "H", "H", "H"], "coordinates": [[-0.155848, -0.487481, -0.918964], [-1.788962, -1.559315, 2.037060], [-0.435233, -0.411341, 1.716307], [0.352701, -0.247278, 3.316019], [-0.397745, 0.120230, 4.440290], [0.234006, 0.279294, 5.663469], [1.606638, 0.064778, 5.773774], [2.361254, -0.273525, 4.656119], [1.742494, -0.413749, 3.422055], [-0.390123, 2.645714, 0.357001], [-0.466712, 2.792397, -1.180664], [-0.155388, 4.153137, -1.730742], [0.423172, 5.100486, -1.001013], [0.726153, 4.878414, 0.424915], [0.338772, 3.773102, 1.047584], [-1.077315, -2.636648, 1.356057], [-0.613621, -3.858899, 1.855325], [0.199193, -4.395660, 0.868839], [0.258271, -3.466407, -0.193655], [1.189483, -3.403906, -1.354179], [1.965855, -1.745548, -1.243375], [3.141375, -1.831579, -2.641459], [4.011295, -2.920678, -2.744071], [4.809329, -3.073026, -3.868845], [4.753535, -2.135629, -4.896804], [3.939707, -1.020387, -4.770663], [3.144295, -0.867532, -3.640790], [3.113596, -1.805999, 0.175385], [3.919007, -0.675559, 0.359158], [4.865488, -0.643044, 1.372261], [5.008441, -1.736120, 2.224209], [4.189094, -2.844715, 2.070320], [3.239380, -2.880755, 1.051101], [-0.525224, -2.425696, 0.066402], [-2.716161, -1.237997, 1.580292], [-1.940124, -1.751363, 3.094044], [-1.466066, 0.299252, 4.346500], [-0.342842, 0.564003, 6.535708], [2.088333, 0.164749, 6.739294], [3.430285, -0.430207, 4.744990], [2.324650, -0.673595, 2.541910], [-1.410581, 2.450506, -1.605130], [-0.390854, 4.296278, -2.781349], [0.679483, 6.055681, -1.446965], [1.266136, 5.647445, 0.967158], [0.571358, 3.622241, 2.100708], [-0.878742, -4.296813, 2.807821], [0.711900, -5.350410, 0.897285], [0.660044, -3.377627, -2.301657], [1.914164, -4.212723, -1.365885], [4.078838, -3.645051, -1.937260], [5.469836, -3.930280, -3.947145], [5.352521, -2.274651, -5.789198], [3.909901, -0.270055, -5.551782], [2.539044, 0.018799, -3.533010], [3.798399, 0.178657, -0.301109], [5.491563, 0.232208, 1.500245], [5.758099, -1.719770, 3.007129], [4.288234, -3.689892, 2.742451], [2.593998, -3.744069, 0.950625], [-1.940024, 2.168682, -4.339634], [-0.052612, 0.938825, -4.221613], [-0.614559, -1.263153, -3.321549], [0.792024, 1.608114, -1.808436], [-6.367556, 2.054936, -3.235308], [-6.006434, 0.789875, -3.670721], [-4.919599, 0.142932, -3.095462], [-4.181244, 0.734481, -2.076248], [-4.555103, 2.009290, -1.647499], [-5.638303, 2.660023, -2.217416], [-3.008064, -0.033706, -1.575475], [-2.133085, 0.301640, -0.638098], [-2.454422, 1.181297, 0.525473], [-1.698558, 2.272093, 1.011804], [-2.166866, 2.993404, 2.114835], [-3.324483, 2.640880, 2.781291], [-4.062327, 1.552076, 2.336196], [-3.635352, 0.852153, 1.220790], [-7.204437, 2.573870, -3.692393], [-6.558687, 0.312387, -4.473084], [-4.618993, -0.836085, -3.455550], [-3.988668, 2.515572, -0.879006], [-5.903176, 3.657313, -1.881458], [-2.841069, -0.941096, -2.118778], [0.240306, 1.779226, 0.521304], [-1.615380, 3.862588, 2.452041], [-3.654906, 3.218383, 3.638696], [-4.975707, 1.258001, 2.841649], [-4.220497, 0.023605, 0.839553]], "forces_ev_per_a": [[0.05, -0.48, -0.04], [-1.39, 0.53, 0.01], [0.24, -0.17, 0.08], [0.39, -0.40, 0.24], [0.07, -0.07, -0.02], [0.07, 0.04, 0.00], [-0.09, 0.00, -0.04], [-0.07, 0.01, -0.02], [-0.19, 0.08, 0.03], [-0.11, 0.55, 0.04], [0.30, 0.19, -0.01], [0.02, -0.21, -0.15], [0.08, 0.10, 0.34], [0.00, 0.22, -0.36], [-0.10, -0.26, 0.09], [1.32, 0.36, -0.15], [0.24, -0.13, -0.14], [0.02, -0.27, 0.04], [-0.13, -0.23, 0.17], [-0.08, 0.07, 0.35], [-0.01, -0.02, -0.36], [0.02, 0.19, -0.01], [0.01, 0.03, -0.02], [-0.04, -0.01, 0.04], [-0.01, -0.02, 0.07], [0.00, -0.01, 0.05], [0.12, -0.02, 0.02], [-0.04, 0.13, 0.08], [-0.01, -0.06, 0.04], [-0.05, -0.04, 0.00], [-0.03, 0.04, -0.04], [-0.06, 0.01, -0.04], [0.10, 0.02, -0.01], [-0.39, 0.32, 0.29], [-0.10, -0.10, -0.09], [0.02, -0.12, 0.06], [0.08, -0.08, 0.03], [0.04, -0.01, -0.05], [-0.02, 0.02, -0.05], [-0.07, 0.01, -0.02], [-0.06, 0.03, 0.11], [-0.13, -0.01, 0.05], [-0.03, -0.01, 0.09], [-0.06, -0.05, 0.06], [-0.01, -0.05, -0.04], [0.01, 0.03, -0.15], [0.05, 0.07, -0.09], [-0.12, 0.10, -0.03], [-0.08, -0.07, -0.22], [0.05, -0.08, 0.07], [-0.05, 0.01, -0.09], [-0.05, 0.08, 0.01], [0.00, 0.03, 0.06], [0.00, -0.03, 0.04], [-0.14, 0.02, -0.06], [0.05, -0.02, 0.02], [-0.03, -0.04, -0.02], [-0.04, 0.01, -0.03], [-0.02, 0.05, -0.05], [0.11, 0.03, 0.00], [0.10, -0.07, 0.10], [-0.20, 0.19, -0.50], [0.26, 0.08, 0.19], [-0.42, -0.63, 0.20], [-0.05, 0.04, 0.03], [0.09, -0.07, -0.03], [-0.22, -0.11, -0.15], [-0.10, -0.39, 0.52], [-0.02, 0.10, -0.03], [0.07, 0.01, -0.04], [-0.76, 0.44, -0.25], [1.05, 0.38, 0.58], [-0.02, 0.05, -0.20], [-0.13, 0.10, -0.02], [0.10, 0.00, -0.04], [-0.10, -0.01, 0.09], [-0.04, -0.13, -0.17], [-0.02, 0.13, 0.04], [0.08, -0.05, 0.06], [0.05, 0.02, 0.06], [-0.03, 0.07, -0.01], [0.01, 0.03, 0.00], [0.03, -0.08, -0.01], [0.31, -0.05, -0.58], [0.27, -0.29, 0.14], [0.00, -0.06, -0.06], [0.03, -0.05, -0.08], [0.05, 0.03, -0.05], [-0.05, 0.05, 0.02]], "lowdin_charge": [0.399, -0.284, 1.259, -0.390, -0.090, -0.074, -0.070, -0.067, -0.074, -0.328, -0.584, -0.129, -0.083, -0.077, -0.077, -0.366, -0.028, -0.048, -0.399, -0.277, 0.983, -0.346, -0.087, -0.077, -0.078, -0.067, -0.119, -0.356, -0.098, -0.079, -0.094, -0.076, -0.078, -0.041, 0.060, 0.101, 0.106, 0.107, 0.107, 0.104, 0.072, 0.041, 0.082, 0.101, 0.101, 0.114, 0.111, 0.111, 0.033, 0.090, 0.104, 0.105, 0.105, 0.110, 0.006, 0.109, 0.108, 0.105, 0.108, 0.084, -0.184, 0.364, -0.014, 0.487, -0.093, -0.082, -0.051, -0.241, -0.047, -0.078, -0.144, -0.215, -0.281, -0.169, -0.029, -0.077, -0.068, -0.080, 0.099, 0.101, 0.115, 0.106, 0.102, 0.020, 0.032, 0.107, 0.105, 0.107, 0.123]}



Entry 2:
{"formula": "C44H38EuN5O4Sb", "method": "wB97M-V/def2-TZVPD", "largest_force_ev_per_a": 3.1, "spin_multiplicity": 8, "homo_ev": [-6.883, -7.376], "homo_lumo_gap_ev": [6.853, 7.349], "species": ["Eu", "C", "C", "C", "C", "C", "C", "C", "N", "N", "C", "C", "C", "C", "C", "C", "N", "C", "C", "C", "C", "C", "C", "N", "H", "H", "H", "H", "H", "H", "H", "H", "H", "H", "H", "H", "H", "H", "H", "H", "H", "H", "H", "H", "O", "C", "O", "C", "C", "C", "C", "C", "N", "C", "O", "O", "H", "H", "H", "C", "C", "C", "C", "C", "C", "Sb", "C", "C", "C", "C", "C", "C", "C", "C", "C", "C", "C", "C", "H", "H", "H", "H", "H", "H", "H", "H", "H", "H", "H", "H", "H", "H", "H"], "coordinates": [[-1.025605, -1.256562, -0.274025], [1.113444, -1.165828, 2.936763], [0.176881, -1.124950, 4.158947], [-0.689385, 0.099143, 4.179338], [-0.390409, 1.111644, 4.988929], [-1.226387, 2.328701, 5.021263], [-2.309487, 2.398871, 4.228215], [-2.749151, 1.187963, 3.470387], [-1.881580, -0.017421, 3.436672], [0.849111, -2.097938, 1.845175], [0.476014, -3.456866, 2.355907], [-1.026857, -3.748686, 2.394009], [-1.527632, -4.805494, 3.182479], [-2.855723, -5.075510, 3.100759], [-3.651193, -4.271913, 2.293797], [-3.111323, -3.189678, 1.647348], [-1.824450, -2.971869, 1.698889], [2.095497, -2.124245, 1.026717], [2.062334, -3.007226, -0.213072], [3.216731, -3.689907, -0.643150], [3.211060, -4.302657, -1.840674], [2.101835, -4.172375, -2.651740], [0.994999, -3.449036, -2.160959], [0.953587, -2.953315, -0.927258], [2.142547, -1.387362, 3.346578], [1.139680, -0.181558, 2.515988], [0.872837, -1.078910, 5.048091], [-0.430987, -2.019925, 4.157053], [0.580069, 1.165036, 5.482389], [-0.875520, 3.139108, 5.681166], [-2.891809, 3.308735, 4.428436], [-4.688624, 1.096439, 4.300103], [0.800520, -3.588775, 3.420861], [0.953281, -4.206804, 1.705621], [-0.802585, -5.492038, 3.671733], [-3.187750, -5.988170, 3.604809], [-4.713011, -4.506870, 2.315091], [-3.703101, -2.420867, 1.160959], [3.031147, -2.414717, 1.602532], [2.214429, -1.103451, 0.703478], [4.113655, -3.711009, -0.060392], [4.063940, -4.877959, -2.051071], [2.079554, -4.711993, -3.571063], [0.118997, -3.325164, -2.760249], [-4.941370, 0.396035, -1.483113], [-4.025513, -0.173915, -0.873054], [-3.309975, -1.174339, -1.198821], [-3.711901, 0.531406, 0.521409], [-4.668211, 1.581213, 0.999810], [-4.859706, 1.817723, 2.271529], [-4.228299, 0.964952, 3.357188], [-2.080018, 0.884331, 2.149336], [-2.660453, 0.164873, 1.083097], [-0.706052, 1.526383, 1.658299], [-0.365345, 2.597589, 2.111092], [0.005267, 0.742644, 0.896447], [-5.124106, 2.106155, 0.180387], [-5.589430, 2.602290, 2.491147], [-4.437830, -0.087503, 3.056783], [-0.667916, 6.001022, -2.486321], [-0.464063, 5.361730, -1.227268], [-0.265557, 3.981657, -1.207082], [-0.052345, 3.293440, -2.374279], [-0.211502, 3.953812, -3.597960], [-0.584894, 5.311438, -3.676084], [0.323714, 1.249426, -2.275898], [2.319186, 1.166405, -1.475297], [2.873870, 2.093452, -0.628077], [4.217807, 2.117056, -0.301154], [5.039828, 1.135002, -0.804246], [4.470232, 0.138340, -1.635739], [3.172336, 0.143592, -1.951753], [1.142562, 1.079362, -4.347751], [0.390935, 0.381028, -5.334014], [0.797591, 0.453362, -6.672725], [2.048051, 1.005915, -7.052378], [2.804305, 1.535584, -6.057357], [2.309571, 1.657891, -4.728797], [-0.892796, 7.065412, -2.401528], [-0.648339, 5.848417, -0.284898], [-0.054870, 3.424964, -0.261734], [0.015808, 3.371384, -4.525039], [-0.772388, 5.763136, -4.595481], [2.176184, 2.764412, -0.164706], [4.613946, 2.786744, 0.457582], [5.992200, 0.979760, -0.317554], [5.109108, -0.670073, -1.865430], [2.814457, -0.689393, -2.594087], [-0.561909, -0.044659, -5.082743], [0.196797, -0.111175, -7.388456], [2.477832, 0.823551, -7.998861], [3.820774, 2.002737, -6.288699], [2.952806, 2.206838, -4.032568]], "forces_ev_per_a": [[-0.02, 0.37, 0.72], [1.20, -0.06, 0.91], [1.01, 0.28, 0.02], [0.18, -0.95, 0.54], [0.11, 1.48, -0.32], [0.38, -0.69, -0.27], [0.56, 0.28, 2.20], [0.48, 1.00, -2.12], [-0.68, 1.29, -0.83], [0.09, -1.59, -0.20], [0.09, 0.38, 0.32], [0.54, -0.24, 0.57], [2.18, 0.02, -0.67], [-0.08, -0.84, -0.12], [-1.42, -0.67, 0.96], [-1.30, -0.10, 0.54], [1.58, 0.96, -0.91], [0.15, -1.17, 0.72], [0.91, 0.57, 0.90], [-0.96, 1.32, 1.51], [-0.78, -0.08, -0.46], [-0.88, 0.29, 0.49], [1.21, -1.36, -0.39], [-0.10, 0.43, -0.75], [-0.67, 0.10, -0.38], [0.26, 0.53, -0.33], [-1.06, -0.29, -0.76], [-0.24, -0.15, 0.49], [-0.36, -0.39, 0.16], [-0.52, -0.32, -0.52], [-0.37, -0.62, -0.95], [-0.64, 0.31, 1.04], [0.30, -0.08, -0.91], [-0.08, 0.09, 0.37], [-0.70, 0.72, -0.06], [-0.45, 0.54, -0.17], [0.10, 0.36, -0.43], [-0.11, -0.33, -0.29], [-1.02, 0.36, -0.19], [0.33, 0.55, -0.27], [0.17, 0.07, 0.56], [0.85, -0.72, -0.91], [-0.25, 0.09, -0.68], [-0.48, -0.02, -0.35], [0.87, -0.90, 0.12], [-1.17, 1.27, 0.30], [0.25, 0.30, 0.33], [-2.09, 0.07, -1.38], [1.52, -0.83, -1.82], [-0.72, 0.39, 1.26], [-0.60, -0.76, -0.95], [2.02, -0.56, 1.68], [1.32, -0.62, 0.71], [0.04, -1.20, 0.32], [-0.02, 0.46, -0.24], [-1.27, 0.44, -0.06], [-0.38, 0.23, 0.07], [0.29, -0.23, 0.40], [0.45, 0.49, 0.32], [0.00, 0.36, 2.14], [-0.88, -0.74, -1.36], [1.11, 0.20, 1.62], [-0.23, 0.62, -1.27], [0.21, -0.45, -0.99], [0.76, -1.77, 1.79], [0.91, -1.09, -1.03], [0.45, -0.73, -0.74], [-0.97, 0.56, 0.11], [0.43, -0.30, 0.47], [-0.84, -0.79, 0.25], [2.38, 0.97, 1.75], [-2.27, -0.35, -1.06], [-1.78, -0.89, 0.53], [0.87, 1.66, -0.50], [0.14, -1.05, 0.23], [-1.38, -1.23, 1.27], [1.62, 1.87, 1.01], [1.83, 0.53, -0.80], [-0.03, -0.22, -0.52], [0.23, 0.45, 0.02], [-0.65, 0.79, -0.46], [-0.47, 0.71, 0.74], [-0.16, 0.72, -1.38], [0.04, 0.61, 0.23], [-0.22, 0.14, -0.21], [0.41, 0.14, -0.57], [0.48, -0.89, -0.63], [-0.06, 0.71, 0.38], [-0.25, -0.33, 0.04], [0.15, 0.39, -0.05], [0.04, 0.16, -1.12], [-1.48, -0.81, 0.35], [-0.36, -0.24, -0.04]], "lowdin_charge": [1.504, -0.193, -0.098, -0.281, -0.028, -0.069, -0.011, -0.316, 0.162, -0.177, -0.110, -0.268, -0.029, -0.072, -0.047, -0.136, 0.034, -0.135, -0.273, -0.019, -0.069, -0.029, -0.113, 0.012, 0.129, 0.093, 0.132, 0.094, 0.112, 0.110, 0.121, 0.102, 0.133, 0.125, 0.131, 0.118, 0.111, 0.100, 0.141, 0.111, 0.115, 0.103, 0.101, 0.103, 0.013, -0.620, -0.207, -0.167, -0.013, -0.052, -0.096, -0.200, 0.055, -0.572, 0.065, -0.258, 0.108, 0.113, 0.136, -0.083, -0.057, -0.146, -0.429, -0.107, -0.077, 1.501, -0.384, -0.119, -0.082, -0.075, -0.111, -0.181, -0.383, -0.128, -0.083, -0.100, -0.096, -0.146, 0.101, 0.100, 0.084, 0.099, 0.082, 0.089, 0.108, 0.098, 0.087, 0.109, 0.080, 0.098, 0.087, 0.127, 0.109]}



Results for energy relative to the best compared isomer or geometry (same formula, charge and spin): 3.993, 4.929 (in eV, following the order of the records).